{
  "formula": "C90H207N9O18S9",
  "method": "the ωB97M-V functional and the def2-TZVPD basis",
  "homo_lumo_gap_ha": 0.3041,
  "total_energy_ev": -244461.498,
  "charge": 0,
  "spin_multiplicity": 1,
  "species": ["C", "C", "N", "C", "C", "C", "C", "H", "H", "H", "H", "H", "H", "H", "H", "H", "H", "H", "H", "H", "H", "H", "C", "C", "N", "C", "C", "C", "C", "H", "H", "H", "H", "H", "H", "H", "H", "H", "H", "H", "H", "H", "H", "H", "C", "C", "N", "C", "C", "C", "C", "H", "H", "H", "H", "H", "H", "H", "H", "H", "H", "H", "H", "H", "H", "H", "C", "C", "N", "C", "C", "C", "C", "H", "H", "H", "H", "H", "H", "H", "H", "H", "H", "H", "H", "H", "H", "H", "C", "C", "N", "C", "C", "C", "C", "H", "H", "H", "H", "H", "H", "H", "H", "H", "H", "H", "H", "H", "H", "H", "C", "C", "N", "C", "C", "C", "C", "H", "H", "H", "H", "H", "H", "H", "H", "H", "H", "H", "H", "H", "H", "H", "C", "C", "N", "C", "C", "C", "C", "H", "H", "H", "H", "H", "H", "H", "H", "H", "H", "H", "H", "H", "H", "H", "C", "C", "N", "C", "C", "C", "C", "H", "H", "H", "H", "H", "H", "H", "H", "H", "H", "H", "H", "H", "H", "H", "C", "C", "N", "C", "C", "C", "C", "H", "H", "H", "H", "H", "H", "H", "H", "H", "H", "H", "H", "H", "H", "H", "C", "C", "C", "S", "O", "O", "C", "H", "H", "H", "H", "H", "H", "H", "H", "C", "C", "C", "S", "O", "O", "C", "H", "H", "H", "H", "H", "H", "H", "H", "C", "C", "C", "S", "O", "O", "C", "H", "H", "H", "H", "H", "H", "H", "H", "C", "C", "C", "S", "O", "O", "C", "H", "H", "H", "H", "H", "H", "H", "H", "C", "C", "C", "S", "O", "O", "C", "H", "H", "H", "H", "H", "H", "H", "H", "C", "C", "C", "S", "O", "O", "C", "H", "H", "H", "H", "H", "H", "H", "H", "C", "C", "C", "S", "O", "O", "C", "H", "H", "H", "H", "H", "H", "H", "H", "C", "C", "C", "S", "O", "O", "C", "H", "H", "H", "H", "H", "H", "H", "H", "C", "C", "C", "S", "O", "O", "C", "H", "H", "H", "H", "H", "H", "H", "H"],
  "coordinates": [[13.694, 21.893, 19.026], [13.354, 21.946, 17.538], [13.257, 23.254, 16.973], [14.548, 23.897, 16.655], [15.041, 23.617, 15.226], [12.205, 23.402, 15.965], [11.957, 24.907, 15.621], [12.818, 21.993, 19.744], [14.329, 22.776, 19.272], [14.323, 21.075, 19.363], [14.095, 21.352, 16.966], [12.427, 21.428, 17.379], [14.481, 24.945, 16.849], [15.264, 23.415, 17.408], [14.445, 24.108, 14.439], [16.067, 24.002, 15.135], [15.118, 22.553, 15.037], [11.269, 23.025, 16.462], [12.357, 22.733, 15.080], [12.695, 25.344, 15.038], [11.984, 25.555, 16.519], [10.951, 24.971, 15.163], [27.552, 18.725, 18.616], [27.620, 18.917, 20.114], [27.423, 20.360, 20.506], [28.022, 20.568, 21.870], [27.536, 19.608, 22.991], [25.982, 20.772, 20.362], [25.774, 22.240, 20.639], [27.695, 17.683, 18.287], [28.318, 19.430, 18.227], [26.578, 19.082, 18.174], [26.779, 18.280, 20.540], [28.591, 18.612, 20.462], [29.102, 20.513, 21.690], [27.889, 21.658, 22.037], [26.498, 19.488, 22.901], [27.924, 18.608, 22.963], [27.793, 20.015, 23.934], [25.376, 20.186, 21.047], [25.532, 20.566, 19.402], [26.499, 22.890, 20.148], [25.815, 22.405, 21.701], [24.789, 22.453, 20.243], [17.569, 17.307, 14.215], [18.501, 16.135, 13.687], [19.903, 16.564, 13.658], [20.344, 16.935, 12.351], [21.698, 17.675, 12.346], [20.740, 15.582, 14.291], [21.087, 14.323, 13.473], [16.558, 16.974, 14.388], [17.681, 18.208, 13.580], [17.998, 17.610, 15.193], [18.406, 15.254, 14.342], [18.258, 15.887, 12.680], [20.495, 16.066, 11.706], [19.548, 17.584, 11.925], [21.805, 18.483, 13.037], [22.393, 16.892, 12.645], [21.856, 18.005, 11.342], [20.299, 15.265, 15.207], [21.637, 15.983, 14.699], [21.485, 13.645, 14.228], [21.825, 14.518, 12.682], [20.255, 13.830, 12.928], [15.841, 11.008, 16.457], [16.402, 12.424, 16.634], [17.161, 13.090, 15.487], [16.335, 13.441, 14.260], [15.289, 14.525, 14.498], [18.305, 12.157, 15.063], [19.292, 12.040, 16.185], [16.731, 10.330, 16.431], [15.214, 10.918, 15.573], [15.204, 10.949, 17.322], [15.571, 13.055, 16.826], [17.002, 12.492, 17.542], [15.931, 12.496, 13.811], [17.150, 13.843, 13.626], [15.039, 15.082, 13.620], [15.690, 15.322, 15.157], [14.387, 14.126, 15.037], [18.058, 11.132, 14.649], [18.790, 12.637, 14.200], [19.542, 13.017, 16.642], [18.933, 11.363, 16.940], [20.252, 11.669, 15.877], [12.527, 22.449, 11.438], [12.865, 23.711, 10.709], [14.119, 24.254, 11.328], [15.259, 23.372, 10.943], [16.436, 23.517, 11.896], [14.318, 25.633, 10.877], [13.516, 26.644, 11.625], [12.930, 22.657, 12.417], [13.131, 21.615, 10.936], [11.479, 22.179, 11.455], [13.122, 23.529, 9.685], [12.040, 24.475, 10.805], [14.826, 22.349, 10.886], [15.637, 23.667, 9.926], [16.914, 24.462, 11.761], [16.038, 23.556, 12.922], [17.156, 22.694, 11.873], [14.136, 25.612, 9.794], [15.412, 25.745, 10.979], [13.785, 26.632, 12.652], [12.483, 26.362, 11.512], [13.627, 27.644, 11.248], [19.483, 20.983, 11.584], [19.786, 20.726, 10.124], [19.317, 21.841, 9.249], [17.899, 21.929, 8.883], [17.494, 20.668, 8.097], [19.854, 23.166, 9.662], [21.302, 23.196, 10.098], [20.052, 21.818, 11.949], [19.812, 20.057, 12.164], [18.433, 21.139, 11.890], [20.878, 20.590, 10.044], [19.381, 19.817, 9.743], [17.255, 22.211, 9.686], [17.861, 22.801, 8.157], [18.304, 20.401, 7.426], [17.337, 19.732, 8.736], [16.569, 20.962, 7.608], [19.296, 23.649, 10.456], [19.644, 23.839, 8.819], [22.011, 22.612, 9.409], [21.405, 22.755, 11.086], [21.744, 24.199, 10.179], [23.784, 21.299, 11.867], [23.373, 22.052, 13.144], [24.473, 22.618, 13.941], [23.957, 22.919, 15.266], [24.332, 21.997, 16.440], [25.205, 23.688, 13.244], [24.400, 24.742, 12.552], [23.096, 20.480, 11.710], [24.808, 20.954, 11.940], [23.753, 21.927, 10.987], [22.557, 22.804, 12.926], [22.908, 21.380, 13.786], [24.216, 23.982, 15.480], [22.879, 22.873, 15.268], [25.394, 22.061, 16.726], [23.833, 22.320, 17.331], [24.171, 20.929, 16.242], [25.789, 23.095, 12.516], [25.906, 24.135, 13.954], [23.854, 24.448, 11.664], [24.955, 25.630, 12.416], [23.619, 25.123, 13.262], [18.395, 22.419, 14.698], [18.311, 21.115, 15.450], [19.193, 21.060, 16.594], [20.611, 21.305, 16.185], [21.054, 20.270, 15.121], [18.958, 19.839, 17.276], [17.606, 19.721, 17.988], [17.723, 22.341, 13.851], [19.372, 22.464, 14.271], [18.144, 23.211, 15.378], [17.302, 21.144, 15.936], [18.486, 20.144, 14.873], [21.286, 21.315, 17.032], [20.686, 22.260, 15.637], [22.144, 20.121, 15.155], [20.781, 20.399, 14.098], [20.659, 19.288, 15.349], [19.114, 18.949, 16.621], [19.643, 19.754, 18.088], [17.515, 20.649, 18.562], [16.803, 19.547, 17.322], [17.572, 18.900, 18.708], [19.639, 28.850, 16.524], [18.845, 27.731, 15.903], [19.251, 27.219, 14.597], [18.300, 26.189, 14.234], [17.071, 26.803, 13.610], [20.671, 26.767, 14.635], [20.913, 25.665, 15.666], [19.246, 29.160, 17.484], [19.713, 29.731, 15.901], [20.683, 28.522, 16.807], [18.866, 26.935, 16.605], [17.715, 27.966, 15.856], [18.767, 25.552, 13.448], [17.886, 25.540, 15.055], [16.354, 26.022, 13.520], [16.583, 27.659, 14.152], [17.482, 27.163, 12.662], [21.294, 27.646, 14.845], [20.862, 26.370, 13.650], [21.853, 25.164, 15.409], [20.120, 24.897, 15.730], [21.053, 26.090, 16.682], [14.515, 18.988, 11.297], [15.718, 19.831, 11.648], [15.607, 20.525, 13.026], [14.331, 19.650, 13.886], [13.101, 20.367, 14.130], [14.965, 19.171, 15.108], [14.142, 18.341, 12.570], [14.627, 18.319, 10.425], [13.661, 19.571, 11.042], [15.943, 20.586, 10.869], [16.562, 19.085, 11.615], [15.255, 21.546, 12.929], [16.426, 20.432, 13.625], [13.079, 18.076, 12.707], [14.817, 17.554, 12.916], [18.307, 16.108, 18.444], [18.385, 15.007, 19.469], [17.118, 15.170, 20.341], [15.876, 15.908, 19.272], [15.405, 17.137, 19.834], [14.831, 14.930, 18.944], [16.882, 16.230, 17.789], [19.030, 16.003, 17.617], [18.486, 17.113, 18.866], [19.290, 14.986, 20.086], [18.287, 14.084, 18.893], [17.316, 15.879, 21.109], [16.742, 14.175, 20.741], [16.626, 17.206, 17.399], [16.699, 15.513, 16.997], [23.338, 16.013, 19.334], [22.556, 15.912, 17.992], [21.800, 17.193, 17.819], [22.979, 18.483, 18.223], [22.477, 19.709, 18.856], [23.853, 18.740, 17.077], [23.848, 17.462, 19.499], [24.149, 15.296, 19.382], [22.698, 15.713, 20.157], [21.785, 15.108, 18.042], [23.185, 15.764, 17.112], [20.868, 17.357, 18.355], [21.494, 17.310, 16.757], [23.621, 17.794, 20.484], [24.915, 17.617, 19.321], [21.460, 19.615, 23.228], [20.706, 20.610, 22.357], [20.373, 19.863, 21.098], [20.026, 18.118, 21.581], [20.891, 17.151, 20.887], [18.603, 17.775, 21.524], [20.628, 18.301, 23.287], [21.787, 20.032, 24.167], [22.380, 19.301, 22.672], [21.355, 21.447, 22.138], [19.741, 21.002, 22.766], [21.204, 19.706, 20.411], [19.515, 20.270, 20.565], [21.099, 17.343, 23.565], [19.848, 18.526, 24.047], [24.255, 27.424, 21.205], [22.859, 27.687, 20.586], [23.084, 27.329, 19.145], [24.074, 25.763, 19.231], [25.234, 25.814, 18.309], [23.241, 24.515, 19.275], [24.709, 26.008, 20.882], [24.258, 27.710, 22.240], [25.033, 28.074, 20.700], [22.561, 28.712, 20.673], [22.097, 27.023, 21.051], [23.684, 28.087, 18.580], [22.171, 27.099, 18.620], [25.797, 25.900, 20.810], [24.369, 25.235, 21.586], [14.421, 21.320, 22.720], [14.636, 20.028, 21.905], [16.102, 20.077, 21.296], [16.963, 21.144, 22.416], [18.125, 21.823, 21.828], [17.164, 20.542, 23.734], [15.614, 22.268, 22.462], [14.489, 21.116, 23.817], [13.474, 21.903, 22.616], [13.916, 19.791, 21.108], [14.556, 19.145, 22.545], [16.222, 20.641, 20.370], [16.533, 19.049, 21.224], [15.541, 22.818, 21.528], [15.800, 22.933, 23.301], [19.639, 23.226, 18.755], [18.151, 23.578, 18.729], [18.014, 25.064, 19.062], [19.366, 25.511, 20.150], [18.844, 25.737, 21.458], [20.165, 26.540, 19.460], [20.194, 23.887, 20.006], [20.207, 23.422, 17.894], [19.652, 22.145, 18.924], [17.555, 23.055, 19.519], [17.755, 23.360, 17.723], [17.062, 25.366, 19.633], [18.161, 25.583, 18.120], [19.898, 23.276, 20.886], [21.252, 23.994, 19.966], [12.314, 17.804, 17.893], [11.075, 18.660, 17.346], [10.949, 18.599, 15.834], [11.514, 16.880, 15.531], [12.503, 16.935, 14.487], [10.308, 16.083, 15.328], [12.203, 16.507, 17.159], [12.417, 17.785, 18.981], [13.205, 18.319, 17.520], [11.268, 19.673, 17.740], [10.158, 18.346, 17.738], [11.692, 19.184, 15.282], [9.964, 18.712, 15.453], [13.181, 16.046, 17.033], [11.588, 15.676, 17.452], [26.075, 18.825, 14.060], [26.917, 18.190, 15.133], [27.260, 16.756, 14.713], [25.651, 16.194, 14.020], [24.886, 15.600, 15.069], [25.883, 15.474, 12.804], [24.979, 17.910, 13.672], [26.684, 18.898, 13.139], [25.802, 19.849, 14.310], [26.328, 18.174, 16.130], [27.819, 18.788, 15.286], [27.589, 16.099, 15.557], [28.049, 16.772, 13.977], [24.098, 17.977, 14.331], [24.713, 18.020, 12.631]],
  "forces_ev_per_a": [[0.0, 1.6, 1.4], [0.9, -1.1, -0.2], [-0.3, 1.3, 0.0], [0.1, -2.4, 0.5], [0.5, 0.6, 0.3], [-0.6, 0.3, 0.8], [-1.6, -1.3, 1.5], [0.8, -0.2, -1.1], [-0.4, -0.3, -0.2], [-0.3, -0.5, -0.4], [0.0, -0.1, 0.2], [-0.6, -0.2, -0.2], [0.1, 0.8, 0.1], [-0.6, 1.0, -1.0], [0.1, -0.3, 0.3], [-0.2, 0.1, 0.0], [-0.2, -0.3, -0.1], [0.7, 0.3, -0.5], [0.0, 0.7, 0.2], [1.3, 0.5, -1.7], [-0.4, -0.7, 0.0], [0.7, 0.3, 0.0], [-0.3, 1.3, -0.9], [-2.2, 0.7, 0.1], [-0.3, -1.4, -0.3], [-0.2, 0.4, -1.4], [0.9, 1.0, -1.2], [1.5, -0.2, 0.8], [-0.1, -0.3, -0.2], [0.2, 0.4, 0.2], [-0.3, -0.8, -0.3], [0.8, -0.4, 0.6], [1.1, 0.4, 0.2], [0.3, -0.3, 0.4], [-0.1, -0.4, 0.3], [-0.3, -0.7, 0.6], [-1.6, 0.1, 0.2], [0.6, -0.4, -0.4], [0.1, 0.4, 1.1], [-0.4, -0.2, 0.5], [0.6, -0.4, -0.7], [0.0, -0.2, -0.1], [-0.1, 0.4, 0.5], [-0.3, 0.5, 0.2], [2.0, -0.6, 0.2], [-0.3, 1.5, 1.0], [-0.3, 0.0, 1.2], [0.0, 1.6, -0.3], [-0.9, -1.7, 0.2], [0.1, -0.8, -0.7], [0.0, 0.0, -0.2], [-0.4, 0.2, -0.3], [-0.4, -0.5, 0.1], [-0.3, -0.2, -0.4], [-0.1, 0.4, -0.3], [-0.8, -0.6, -0.9], [-0.3, -0.2, -0.3], [0.4, -0.4, 0.0], [-0.3, 0.6, 0.5], [0.6, 0.3, -0.3], [0.6, 0.2, -0.6], [-1.0, -0.4, 0.7], [1.3, 0.8, -0.3], [0.2, -0.4, -0.4], [0.1, -0.1, 0.4], [0.1, 0.4, 0.6], [1.6, 0.8, -0.2], [0.4, 0.9, -1.6], [0.0, -2.2, -0.1], [1.3, -0.6, 0.8], [-0.1, -0.3, 1.9], [-0.7, 1.1, -0.8], [0.5, 0.6, 0.5], [-1.2, -0.1, 0.1], [0.2, -0.1, -0.1], [-0.1, -1.0, 0.4], [-0.8, 0.9, 0.2], [0.2, -0.2, -0.2], [0.1, 0.8, 0.1], [-0.8, -0.3, -0.2], [-0.5, -0.2, -0.8], [0.0, -0.6, -0.1], [0.6, 0.4, -0.8], [-0.4, 0.9, 0.7], [-0.1, 0.1, 0.2], [-0.5, -0.3, -0.1], [-0.1, -0.2, 0.6], [0.4, -0.5, -0.5], [1.0, -1.3, -1.0], [0.2, 1.4, 1.0], [-0.6, -0.4, -0.1], [-0.5, 0.6, -0.6], [-1.0, -0.6, 1.1], [1.9, -1.2, -0.6], [-0.2, -0.3, -0.6], [-0.3, -0.6, 0.7], [-1.2, 0.8, 1.0], [-0.1, 0.0, 0.0], [-0.4, 0.0, -1.1], [1.0, -0.7, -0.2], [0.8, 0.7, 0.1], [-0.5, -0.4, 0.3], [0.6, 0.5, -0.3], [0.2, -0.1, -0.3], [-0.1, 0.3, -0.4], [-0.1, 0.6, -0.2], [-0.4, 0.7, 0.0], [0.1, 0.0, 1.0], [-0.6, 0.1, 0.2], [0.2, 0.4, -0.3], [-0.2, -2.2, 1.3], [-0.4, 1.7, -0.3], [1.4, 0.4, 0.6], [1.9, -0.1, -1.7], [-0.4, -0.4, 1.6], [-0.4, 0.0, -0.9], [1.6, -0.9, -1.0], [0.2, 0.3, 0.3], [-0.3, 1.1, -0.5], [0.3, -0.1, -0.6], [-0.3, 0.4, -0.2], [-0.6, -0.7, -0.1], [-0.7, -0.2, 0.8], [-0.1, -0.9, 0.7], [-0.1, 0.2, -0.4], [-0.1, 1.4, -0.6], [-0.1, -0.6, -0.4], [-0.6, -0.1, 0.7], [0.4, -0.1, -0.1], [-1.1, 0.7, 0.8], [0.2, 0.0, 0.0], [-0.5, 0.0, -0.2], [0.0, 0.8, 0.4], [0.6, 1.1, -1.0], [-0.7, -0.4, -0.4], [0.3, 1.0, 0.8], [1.6, -0.1, -0.7], [0.6, -1.7, -0.1], [-2.0, 0.5, 1.5], [0.0, -0.4, -0.1], [0.1, -0.4, 0.2], [-0.1, 0.3, -0.3], [0.7, -0.3, 0.0], [-0.7, -1.3, 1.0], [-0.1, -0.6, 0.3], [-0.7, 0.3, -0.3], [0.0, 0.1, -0.4], [-0.7, 0.0, 0.5], [-0.4, 0.4, 0.0], [0.2, 0.7, 0.0], [-0.1, -0.1, -0.1], [0.2, -0.2, -0.3], [0.9, 0.8, -0.8], [0.3, -0.5, -0.4], [0.0, -1.7, -0.6], [-1.1, -0.5, 1.0], [0.9, 1.5, -0.4], [-0.9, -0.7, -1.7], [1.2, -0.9, 1.4], [-0.1, -1.6, 0.6], [0.9, 0.5, 0.4], [-0.3, 0.4, 0.1], [0.8, 0.8, -0.3], [0.1, 0.6, 0.0], [0.4, -0.7, -0.8], [-0.6, 1.2, 0.0], [0.0, -0.1, 0.3], [-0.2, 0.0, 0.9], [-0.2, 0.2, 0.0], [-0.4, 0.8, -0.7], [-0.1, -0.4, 0.2], [-0.1, 0.2, 0.2], [1.2, -0.1, 0.5], [-0.5, 0.0, -0.1], [-1.1, 0.2, -0.7], [0.3, 0.0, 0.0], [1.5, -0.1, 0.2], [-2.0, 0.7, -0.1], [0.6, 0.4, 0.8], [-0.2, -0.5, 0.0], [0.5, 1.4, -0.3], [-1.5, -0.3, 0.4], [0.7, 0.1, 0.7], [-0.5, 0.0, 0.1], [0.1, 0.2, -0.3], [-0.9, 0.2, -0.6], [0.1, -1.1, 0.9], [1.8, 0.1, -0.1], [-0.3, 0.1, 0.7], [1.1, 0.2, -0.1], [-0.9, -0.5, -0.6], [0.7, -0.9, -0.3], [-0.9, 0.2, -0.2], [-0.1, -0.3, -0.3], [0.4, 0.1, -0.4], [-0.1, -0.1, 0.2], [0.2, 0.4, -0.2], [-0.2, -0.3, -0.4], [-0.6, 0.3, -0.3], [2.0, 0.0, -1.1], [-2.8, 0.1, -2.5], [0.6, -1.4, 1.1], [0.0, 0.3, -1.0], [-0.1, -0.4, -0.4], [-1.2, -0.4, 2.2], [0.4, 0.1, 0.7], [-0.6, 0.9, -0.4], [0.0, -0.4, 0.3], [-0.3, 1.0, 0.4], [0.2, 0.2, 0.0], [2.4, -0.1, 1.5], [0.7, -0.4, -0.3], [-0.2, -0.1, -0.1], [0.3, 2.0, -1.8], [-1.2, -0.4, -0.2], [0.2, -1.7, -0.4], [-1.7, -1.8, -1.4], [0.2, 1.2, 0.5], [1.0, 0.5, 0.2], [0.8, -0.7, 1.6], [-0.1, -0.1, 0.4], [0.2, -0.5, 0.2], [-0.1, 0.2, -0.3], [0.2, -0.3, 0.2], [0.0, 0.5, 0.8], [0.2, 1.4, -0.5], [0.1, 0.3, 0.2], [-0.1, -0.5, 0.3], [0.3, -0.1, -0.6], [-0.7, -0.8, 0.9], [-0.9, 1.3, -1.8], [1.2, 1.1, 0.6], [-0.2, -1.3, -0.5], [-0.6, -0.9, 0.7], [-0.1, -0.5, -1.0], [0.3, 0.0, -0.3], [-0.3, 0.4, 0.1], [0.8, 0.3, -0.1], [0.2, -0.1, 0.2], [0.3, -0.2, 0.7], [0.4, 0.3, 0.4], [-0.4, 0.7, 0.6], [-0.1, -0.2, -0.2], [1.2, -1.5, -1.2], [-0.8, -0.1, 0.5], [-0.2, -1.2, -0.8], [-0.7, -0.5, 0.3], [-0.3, 1.2, 0.5], [0.7, 0.6, 0.1], [-0.5, 0.8, 1.1], [-0.2, -0.2, 0.5], [-0.3, 0.7, 0.4], [0.1, 0.3, -0.1], [1.2, -0.4, 0.1], [0.1, 0.4, 0.0], [-0.1, -0.2, 0.0], [0.2, 0.6, -0.2], [-0.2, -0.5, -1.0], [0.8, 1.3, -0.5], [0.9, -1.2, 0.4], [0.3, -0.5, -1.0], [0.6, -2.2, -0.9], [-2.0, 0.0, 1.0], [1.2, 2.6, -0.5], [0.2, -0.1, 0.8], [0.2, -0.3, 0.7], [-1.0, -0.2, 0.5], [-0.2, 0.5, 0.2], [0.4, 0.5, -0.4], [-0.3, -0.8, 0.5], [-0.2, -0.1, -0.3], [-0.3, 0.2, -0.1], [-0.3, 0.2, -0.5], [-0.3, 1.1, 1.2], [0.6, -0.5, -0.7], [-0.4, -1.3, 0.7], [1.3, 0.4, 0.6], [-1.2, -0.7, -0.1], [-0.3, 0.3, -1.1], [-0.7, -0.2, 0.7], [-0.2, -0.2, -0.8], [0.6, -0.8, -0.4], [0.2, 0.6, 0.1], [0.3, 0.2, 0.1], [-0.4, -0.3, -0.2], [-0.1, 1.0, 0.0], [0.2, 0.0, -0.1], [0.0, 0.2, -0.1], [-1.2, -1.1, 2.2], [-0.8, 0.2, 0.1], [-1.3, 0.4, 0.2], [0.9, -0.5, -2.2], [0.1, 0.4, 1.0], [-0.7, -0.9, 0.9], [-0.6, -0.3, 0.8], [0.4, 0.6, -1.3], [0.4, 0.1, -0.2], [0.8, -0.2, -0.8], [-0.2, 0.0, 0.5], [1.3, -0.4, -1.2], [-0.2, 0.7, 0.2], [0.1, 0.7, -0.3], [0.8, 0.4, 0.1], [-1.3, 1.3, -1.1], [2.0, 1.4, 1.0], [2.4, -1.1, 0.6], [-2.1, 0.8, -0.4], [0.6, -0.5, -0.1], [1.0, 0.0, 0.2], [1.2, -1.1, -0.9], [-0.4, -0.3, -0.2], [0.0, -0.1, 0.0], [-0.4, -0.2, -0.4], [-1.3, -0.7, 1.0], [-0.3, 0.2, 0.3], [-0.7, 0.0, -0.3], [0.1, 0.0, -0.3], [-0.7, 0.1, 0.9], [1.3, 0.7, -1.1], [-0.3, -0.1, 2.3], [-0.5, 0.1, 0.9], [1.2, 1.5, -0.5], [-0.7, -0.4, 0.8], [-0.1, -0.3, -0.5], [-1.0, -1.3, 1.0], [0.2, 0.2, 0.4], [-0.4, -0.1, 0.1], [0.9, 0.0, -1.5], [0.0, -0.2, 0.2], [-0.6, 0.5, -0.7], [-0.1, -0.2, -0.6], [0.2, 0.0, -0.3], [-0.2, -0.3, -0.2]],
  "lowdin_charge": [-0.068, -0.269, -0.205, -0.200, -0.077, -0.230, -0.074, 0.098, 0.066, 0.035, 0.113, 0.082, 0.098, 0.116, 0.067, 0.045, 0.059, 0.122, 0.102, 0.014, 0.083, 0.079, -0.118, -0.272, -0.159, -0.221, -0.071, -0.245, -0.089, 0.077, 0.088, 0.056, 0.113, 0.104, 0.106, 0.104, 0.041, 0.062, 0.056, 0.097, 0.091, 0.088, 0.060, 0.060, -0.038, -0.207, -0.182, -0.258, -0.063, -0.260, -0.064, 0.025, 0.059, 0.058, 0.092, 0.097, 0.109, 0.113, 0.045, 0.060, 0.069, 0.086, 0.088, 0.073, 0.071, 0.075, -0.073, -0.250, -0.144, -0.236, -0.081, -0.258, -0.108, 0.078, 0.069, 0.070, 0.073, 0.093, 0.120, 0.083, 0.057, 0.048, 0.092, 0.128, 0.080, 0.074, 0.059, 0.065, -0.083, -0.246, -0.183, -0.242, -0.091, -0.274, -0.068, 0.061, 0.075, 0.080, 0.103, 0.127, 0.080, 0.122, 0.055, 0.047, 0.040, 0.117, 0.104, 0.055, 0.059, 0.075, -0.078, -0.212, -0.170, -0.253, -0.085, -0.255, -0.103, 0.042, 0.081, 0.053, 0.107, 0.088, 0.053, 0.133, 0.073, 0.078, 0.065, 0.096, 0.112, 0.107, 0.019, 0.077, -0.055, -0.249, -0.170, -0.248, -0.062, -0.243, -0.085, 0.054, 0.067, 0.051, 0.116, 0.045, 0.123, 0.072, 0.077, 0.051, 0.042, 0.111, 0.120, 0.056, 0.058, 0.082, -0.065, -0.248, -0.173, -0.180, -0.076, -0.268, -0.049, 0.039, 0.054, 0.055, 0.119, 0.127, 0.099, 0.087, 0.063, 0.034, 0.052, 0.104, 0.091, 0.070, 0.048, 0.054, -0.080, -0.277, -0.168, -0.303, -0.097, -0.213, -0.068, 0.071, 0.072, 0.076, 0.059, 0.136, 0.125, 0.103, 0.031, 0.089, 0.084, 0.111, 0.099, 0.057, 0.065, 0.064, -0.227, -0.201, -0.214, 0.682, -0.323, -0.344, -0.207, 0.138, 0.086, 0.093, 0.124, 0.073, 0.036, 0.093, 0.091, -0.227, -0.196, -0.201, 0.675, -0.320, -0.350, -0.174, 0.106, 0.082, 0.115, 0.100, 0.059, 0.133, 0.077, 0.069, -0.184, -0.196, -0.258, 0.715, -0.353, -0.340, -0.179, 0.109, 0.089, 0.126, 0.100, 0.073, 0.102, 0.077, 0.078, -0.206, -0.218, -0.212, 0.741, -0.340, -0.342, -0.201, 0.112, 0.118, 0.120, 0.096, 0.058, 0.082, 0.106, 0.117, -0.224, -0.214, -0.224, 0.742, -0.360, -0.373, -0.245, 0.104, 0.134, 0.115, 0.119, 0.127, 0.050, 0.105, 0.110, -0.207, -0.178, -0.221, 0.683, -0.358, -0.305, -0.241, 0.117, 0.122, 0.098, 0.114, 0.067, 0.090, 0.095, 0.114, -0.197, -0.213, -0.222, 0.697, -0.315, -0.353, -0.189, 0.088, 0.098, 0.105, 0.096, 0.134, 0.074, 0.095, 0.054, -0.173, -0.197, -0.184, 0.709, -0.341, -0.339, -0.229, 0.118, 0.109, 0.095, 0.090, 0.064, 0.095, 0.086, 0.101, -0.257, -0.246, -0.203, 0.670, -0.328, -0.328, -0.212, 0.128, 0.111, 0.114, 0.117, 0.115, 0.095, 0.091, 0.092]
}